Molecular formula: C23H14Cl3N2O4PtS
Method: DFT, the ωB97M-V functional and the def2-TZVPD basis

Results
HOMO level: -0.167 hartree
Energy relative to the best compared isomer or geometry (same formula, charge and spin): 0.0 kcal per mole
LUMO energy: 2.18 eV
HOMO-LUMO gap: 6.731 eV
Strongest force on any atom: 0.045 Eh/bohr
Charge: -1
DFT total energy: -3193.55584 Ha

Cartesian coordinates (Å):
Pt -0.2683 1.4242 -0.0956
Cl -0.2274 6.3075 -0.0752
C 1.1537 5.2852 -0.0920
C 2.4223 5.8218 -0.1519
C 3.5252 4.9744 -0.1689
Cl 5.0923 5.6979 -0.2525
C 3.4062 3.5684 -0.1149
C 4.4732 2.6554 -0.1066
C 4.1819 1.2869 -0.0204
C 2.8801 0.8521 0.0165
N 1.8374 1.7057 -0.0122
C 2.0880 3.0435 -0.0580
C 0.9456 3.8871 -0.0473
O -0.2633 3.3795 -0.0016
H 2.5554 6.8908 -0.1850
H 5.4924 3.0033 -0.1660
H 4.9849 0.5678 0.0128
H 2.6310 -0.1987 0.0554
Cl -3.0097 0.4297 2.5795
C -3.1598 -0.4518 1.1095
C -3.5242 -1.7835 1.1789
C -3.6462 -2.5215 0.0147
C -3.4292 -1.9110 -1.2111
C -3.0701 -0.5821 -1.2714
C -2.8858 0.1815 -0.1110
C -2.3409 1.5403 -0.1826
H -3.7046 -2.2343 2.1424
H -3.9071 -3.5684 0.0628
H -3.5220 -2.4790 -2.1248
H -2.8801 -0.1193 -2.2279
H -2.6552 2.1648 0.6604
H -2.5983 2.0391 -1.1226
O -0.2517 -0.4943 1.8516
C -0.1999 -1.1664 0.8151
N -0.1464 -0.5792 -0.3941
S 0.2262 -1.6541 -1.5825
O -0.6346 -1.5432 -2.7278
O 1.6387 -1.6099 -1.8691
C -0.1006 -3.0942 -0.5752
C -0.1611 -4.4316 -0.8743
C -0.3440 -5.3322 0.1737
C -0.4474 -4.8792 1.4895
C -0.3971 -3.5303 1.7784
C -0.2240 -2.6287 0.7343
H -0.0780 -4.7711 -1.8972
H -0.3935 -6.3929 -0.0284
H -0.5724 -5.5959 2.2905
H -0.4902 -3.1530 2.7829



Molecular formula: C22H42BF4IN3O4
Method: DFT, the ωB97M-V functional and the def2-TZVPD basis

Results
HOMO level: -0.459 hartree
Energy relative to the best compared isomer or geometry (same formula, charge and spin): 0.0 kcal per mole
LUMO energy: -3.38 eV
HOMO-LUMO gap: 9.107 eV
SMILES: CCCCCCCCCCCC[C@H]1[C@H](B(N)O)O[C@H](CCC)[C@](I)(CON=O)[N@H+]1C(F)(F)C(F)F
Strongest force on any atom: 0.021 Eh/bohr
Charge: +1
DFT total energy: -2050.37268 Ha

Cartesian coordinates (Å):
C 7.6886 -1.6008 0.5650
C 7.3031 -0.1122 0.4509
C 5.9889 0.1527 -0.3124
C 4.9099 0.8241 0.5386
C 3.6749 1.2364 -0.2905
C 3.1625 2.6601 0.0042
C 2.0492 2.7189 1.0784
C 0.8299 3.5894 0.6876
C -0.4863 2.7970 0.5209
C -1.1331 2.8873 -0.8799
C -0.9782 1.6021 -1.7220
C -2.3145 0.8471 -1.9732
C -2.5460 -0.2551 -0.9457
C -3.9832 -0.5675 -0.6071
B -4.9158 0.7229 -0.3288
N -6.3474 0.6906 -0.6439
O -4.3684 1.8525 0.1878
O -4.0915 -1.4005 0.5586
C -2.9640 -2.1730 0.9211
C -2.0553 -1.5371 1.9798
C -2.8451 -0.8206 3.0902
C -3.0755 0.6804 2.8872
C -2.2277 -2.7306 -0.3182
I -3.6697 -4.0100 -1.2851
C -1.0065 -3.5393 0.1276
O -1.4400 -4.4734 1.0798
N -0.3487 -5.4953 1.2931
O 0.2156 -5.2873 2.2649
N -1.7263 -1.5528 -1.1869
C -1.4069 -1.8888 -2.6240
F -1.0465 -3.1672 -2.6579
F -2.4772 -1.7314 -3.3841
C -0.1944 -1.1008 -3.1751
F 0.7845 -1.2224 -2.2469
F 0.1701 -1.7196 -4.3066
H 8.5112 -1.8386 -0.1089
H 8.0019 -1.8457 1.5796
H 6.8467 -2.2433 0.3041
H 7.2156 0.3193 1.4491
H 8.1046 0.4216 -0.0594
H 5.5903 -0.7797 -0.7224
H 6.1883 0.7975 -1.1739
H 4.5959 0.0995 1.2959
H 5.3420 1.6859 1.0500
H 2.8691 0.5240 -0.0943
H 3.9441 1.1849 -1.3484
H 4.0093 3.2575 0.3447
H 2.7884 3.1040 -0.9202
H 2.4742 3.1300 1.9945
H 1.7164 1.7013 1.2975
H 0.6829 4.3352 1.4690
H 1.0470 4.1429 -0.2270
H -1.2114 3.1792 1.2426
H -0.3223 1.7494 0.7916
H -0.6838 3.7092 -1.4370
H -2.1884 3.1296 -0.7559
H -0.5709 1.8739 -2.6970
H -0.2763 0.9343 -1.2121
H -2.3545 0.5012 -3.0032
H -3.1063 1.5838 -1.8757
H -2.1166 0.1472 -0.0233
H -4.4486 -1.1078 -1.4435
H -6.7905 -0.1526 -0.2871
H -6.4879 0.6310 -1.6510
H -4.8781 2.6398 -0.0402
H -3.3733 -3.0735 1.3816
H -1.3128 -0.8412 1.5700
H -1.4932 -2.3372 2.4640
H -3.7821 -1.3468 3.2773
H -2.2491 -0.9469 3.9967
H -2.3482 1.1272 2.2091
H -4.0887 0.8851 2.5497
H -2.9823 1.1910 3.8472
H -0.5423 -4.0567 -0.7162
H -0.2392 -2.8635 0.5420
H -0.8012 -1.3600 -0.7823
H -0.4088 -0.0676 -3.4244



> What is the charge in the first record?

-1